[1]
Below is C8H10F3GaNO3S as an isolated structure at a distorted geometry, with properties calculated with ωB97M-V with the def2-TZVPD basis set.

Each line ends with the Mulliken charge.
Element x y z (Å)
1 Ga -0.194 -0.338 -0.422  0.55
2 S 0.258 0.207 2.332  1.14
3 F 0.818 0.881 4.798  -0.22
4 F 2.469 -0.167 3.807  -0.22
5 F 2.061 1.922 3.323  -0.22
6 O 1.066 0.158 1.021  -0.41
7 O -0.705 1.256 2.229  -0.55
8 O -0.119 -1.158 2.690  -0.61
9 N -1.895 -0.983 0.208  -0.36
10 C 0.586 -2.095 -1.345  -0.56
11 C -0.444 -2.645 -0.539  -0.53
12 C -1.358 1.751 -1.330  -0.57
13 C -0.039 2.087 -0.887  -0.58
14 C 0.903 1.409 -1.739  -0.55
15 C -1.243 0.842 -2.429  -0.53
16 C 1.503 0.747 3.646  0.53
17 C 0.152 0.648 -2.700  -0.68
18 H -2.827 -1.266 0.503  0.07
19 H 1.612 -2.017 -0.954  0.31
20 H -2.285 2.150 -0.913  0.40
21 H -1.316 -3.109 -1.006  0.24
22 H 0.502 -2.157 -2.437  0.30
23 H 0.581 0.036 -3.497  0.56
24 H 1.988 1.533 -1.722  0.46
25 H 0.215 2.836 -0.137  0.49
26 H -0.222 -2.930 0.495  0.20
27 H -2.069 0.401 -2.992  0.38

## Properties
calculated total energy	-87451.9022	eV
net charge	-1

***

[2]
Below is C8H10F6KO4 as an isolated structure, with properties calculated with ωB97M-V with the def2-TZVPD basis set.

Each line ends with the Mulliken charge.
Element x y z (Å)
1 K 0.605 -1.865 0.911  1.04
2 F -3.864 -2.482 -1.884  -0.23
3 F -1.242 2.790 4.634  -0.22
4 F -3.322 -2.541 -3.992  -0.22
5 F -2.729 -4.166 -2.674  -0.23
6 F -1.399 0.707 5.251  -0.24
7 F -2.614 1.464 3.626  -0.22
8 O -1.060 -1.556 -3.430  -0.20
9 O 0.611 1.985 3.081  -0.21
10 O -1.201 -2.100 -1.256  -0.53
11 O -0.445 0.053 2.630  -0.53
12 C -0.341 1.104 3.210  0.32
13 C -1.608 -2.120 -2.394  0.28
14 C 0.734 -0.489 -4.594  -1.22
15 C 0.235 -0.941 -3.240  -0.11
16 C 1.846 1.594 2.443  -0.03
17 C -2.922 -2.846 -2.763  0.88
18 C 2.956 2.468 2.969  -1.22
19 C -1.432 1.548 4.207  0.88
20 H 1.755 1.701 1.358  0.23
21 H 2.649 3.512 3.057  0.33
22 H 2.019 0.538 2.664  0.22
23 H 3.303 2.130 3.943  0.32
24 H 1.756 -0.134 -4.472  0.38
25 H 0.769 -1.352 -5.254  0.33
26 H 3.794 2.515 2.272  0.36
27 H 0.100 0.304 -4.977  0.34
28 H 0.902 -1.695 -2.805  0.24
29 H 0.144 -0.125 -2.521  0.28

## Properties
calculated total energy	-49274.2051	eV
net charge	+1
relative energy (zero: lowest compared OMol25 entry of this formula, charge and spin)	37.9	kJ/mol

***

[3]
Below is C8H10F6N2O2SSbSe3SnTe as an isolated structure, with properties calculated with ωB97M-V with the def2-TZVPD basis set.

Each line ends with the Mulliken charge.
Element x y z (Å)
1 Te 1.416 4.554 -0.109  -0.14
2 Sb -4.345 -1.050 -0.239  2.48
3 Sn 0.095 0.147 0.133  0.96
4 Se -0.424 4.323 1.632  -0.15
5 Se -1.586 2.430 1.649  -0.18
6 Se 1.601 2.752 -1.732  -0.52
7 S 0.006 -0.897 2.565  -0.53
8 F -4.615 0.714 -0.874  -0.58
9 F -4.424 -0.442 1.544  -0.57
10 F -4.244 -1.635 -2.051  -0.58
11 F -4.074 -2.832 0.344  -0.58
12 F -2.447 -0.808 -0.305  -0.55
13 F -6.231 -1.342 -0.234  -0.57
14 O 3.471 -2.425 -1.242  -0.72
15 O 1.863 -1.175 -0.347  -0.41
16 N 1.726 0.977 1.893  -0.09
17 N -0.402 -0.863 -2.755  -0.34
18 C 2.805 1.740 2.052  -0.25
19 C 2.043 -1.309 -2.777  -0.21
20 C 2.142 0.005 4.037  -0.75
21 C 3.243 0.813 4.199  -0.09
22 C 3.594 1.704 3.184  -0.79
23 C 1.388 0.095 2.853  0.71
24 C 0.640 -1.814 -3.135  -0.64
25 C 2.500 -1.678 -1.351  0.41
26 H 0.444 -2.747 -2.600  0.34
27 H 2.764 -1.762 -3.456  0.24
28 H 1.830 -0.709 4.787  0.37
29 H -0.261 0.026 -3.225  0.18
30 H 0.608 -2.037 -4.211  0.33
31 H -1.322 -1.209 -3.001  0.15
32 H 3.838 0.753 5.103  0.34
33 H 2.088 -0.220 -2.880  0.07
34 H 4.455 2.352 3.272  0.37
35 H 3.035 2.411 1.232  0.30

## Properties
calculated total energy	-258384.0649	eV
net charge	-2
2S+1	2
relative energy (zero: lowest compared OMol25 entry of this formula, charge and spin)	116.2	kJ/mol

***

[4]
Below is a 2-piece molecular cluster, C8H10FIO2S overall at a distorted geometry, with properties calculated with ωB97M-V with the def2-TZVPD basis set.

Each line ends with the Mulliken charge.
Element x y z (Å)
1 I -4.243 -0.260 -0.305  -0.12
2 S -2.328 0.764 1.018  0.48
3 F 0.746 0.965 1.459  -0.36
4 O -2.354 0.302 2.350  -0.52
5 O -0.273 -4.225 0.907  -0.49
6 C 0.489 -2.090 0.195  0.64
7 C 1.459 -1.440 -0.448  -0.68
8 C 1.492 0.074 -0.646  -0.92
9 C -1.643 3.337 0.093  -0.69
10 C -0.908 -0.036 0.087  -0.58
11 C 0.533 -3.588 0.253  -0.42
12 C -0.734 -1.405 0.688  0.00
13 C 0.373 0.833 0.174  -0.13
14 H 0.281 1.793 -0.125  0.52
15 H 1.479 -4.036 -0.106  0.32
16 H -2.762 3.363 -0.229  0.32
17 H 1.561 0.279 -1.671  0.46
18 H -1.282 0.010 -0.914  0.56
19 H -1.680 -1.880 0.303  0.26
20 H -0.689 -1.314 1.867  0.31
21 H 2.526 0.590 -0.195  0.33
22 H -1.108 3.300 -0.822  0.40
23 H 2.409 -1.843 -0.860  0.29

## Properties
calculated total energy	-34199.2923	eV
2S+1	3
relative energy (zero: lowest compared OMol25 entry of this formula, charge and spin)	128.9	kJ/mol

***

[5]
Below is C8H10FO6V as an isolated structure at a distorted geometry, with properties calculated with ωB97M-V with the def2-TZVPD basis set.

Each line ends with the Mulliken charge.
Element x y z (Å)
1 V 0.711 1.176 -1.695  1.13
2 F -0.475 1.275 -0.013  -0.66
3 O -0.611 3.877 1.315  -0.48
4 O -0.382 -0.561 -2.391  -0.70
5 O -2.804 1.662 1.435  -0.51
6 O 0.775 -4.776 -3.836  -0.51
7 O 3.089 -4.719 -1.907  -0.57
8 O 1.689 -0.460 -0.791  -0.67
9 C 2.218 -2.771 -1.100  -0.54
10 C 1.370 -1.606 -1.151  0.69
11 C 0.216 -1.642 -2.199  0.70
12 C 0.131 -2.784 -3.131  -0.57
13 C 2.143 -3.808 -1.958  0.23
14 C 1.057 -3.805 -2.992  0.55
15 C 0.280 3.530 2.411  -0.64
16 C -2.729 1.533 2.784  -0.44
17 H -0.656 3.003 0.921  0.33
18 H 0.692 2.532 2.264  0.27
19 H 1.103 4.237 2.513  0.28
20 H 3.079 -2.588 -0.474  0.42
21 H -2.212 0.612 3.055  0.25
22 H -0.647 -2.800 -3.880  0.46
23 H -3.678 1.645 3.308  0.28
24 H -2.038 1.398 0.921  0.37
25 H -2.120 2.334 3.203  0.10
26 H -0.202 3.508 3.388  0.23

## Properties
calculated total energy	-49143.3151	eV
2S+1	5

***

[6]
Below is a 3-piece molecular cluster, C8H10IN2O4 overall at a distorted geometry, with properties calculated with ωB97M-V with the def2-TZVPD basis set.

Each line ends with the Mulliken charge.
Element x y z (Å)
1 I 6.467 0.640 -0.073  -0.40
2 O 2.712 0.315 0.625  -0.20
3 O -3.599 -1.258 -0.050  -0.50
4 O 4.152 -1.370 0.567  -0.79
5 O -2.956 -3.420 -0.237  -0.57
6 N 1.417 0.655 0.353  -0.35
7 N -1.196 -1.807 0.057  -0.35
8 C 1.715 -1.625 0.355  -0.89
9 C -0.604 -0.662 0.053  0.08
10 C -2.964 -2.245 -0.133  0.62
11 C -1.745 1.197 -0.141  0.39
12 C -1.289 1.945 1.051  -1.20
13 C -1.393 1.633 -1.586  -1.17
14 C 2.937 -0.989 0.485  0.47
15 C 0.823 -0.551 0.342  0.93
16 H -0.660 -2.618 0.145  0.18
17 H -0.401 2.000 -1.962  0.33
18 H 5.127 -0.210 0.393  0.25
19 H -1.736 0.801 -2.385  0.25
20 H -1.695 1.576 1.971  0.27
21 H -2.836 0.993 -0.065  0.42
22 H -0.178 2.179 1.055  0.34
23 H 1.519 -2.718 0.410  0.21
24 H -1.629 3.010 0.696  0.33
25 H -1.988 2.531 -1.926  0.37

## Properties
calculated total energy	-27727.1484	eV
net charge	-1
relative energy (zero: lowest compared OMol25 entry of this formula, charge and spin)	194.1	kJ/mol

***

[7]
Below is one molecule with the formula C8H10INO at a distorted geometry, with properties calculated with ωB97M-V with the def2-TZVPD basis set.

Each line ends with the Mulliken charge.
Element x y z (Å)
1 I -4.278 0.052 -0.107  -0.03
2 O 1.281 1.339 -0.736  -0.55
3 N -0.843 0.729 0.050  0.38
4 C 0.578 -0.740 0.429  0.32
5 C -1.306 3.047 0.312  -1.15
6 C 0.516 0.620 -0.194  0.27
7 C -1.005 -0.681 0.386  -0.36
8 C 1.660 -1.719 -0.088  -1.64
9 C -3.075 0.090 1.639  -0.55
10 C -1.883 -0.792 1.633  -0.43
11 C -1.563 1.649 0.626  0.23
12 H 2.543 -1.218 -0.073  0.44
13 H 1.644 -2.495 0.633  0.39
14 H 1.439 -2.050 -1.071  0.37
15 H -1.428 -1.069 -0.495  0.46
16 H 0.865 -0.555 1.529  0.20
17 H -1.529 3.798 1.069  0.32
18 H -1.178 -0.617 2.492  0.30
19 H -1.731 3.445 -0.580  0.30
20 H -0.179 3.122 -0.014  0.25
21 H -2.123 -1.821 1.589  0.47

## Properties
calculated total energy	-20089.9275	eV
relative energy (zero: lowest compared OMol25 entry of this formula, charge and spin)	509.7	kJ/mol

***

[8]
Below is C8H10MnN2 as an isolated structure at a distorted geometry, with properties calculated with ωB97M-V with the def2-TZVPD basis set.

Each line ends with the Mulliken charge.
Element x y z (Å)
1 Mn -0.190 -0.198 -0.244  0.05
2 N 0.402 -0.105 2.841  -0.81
3 N -1.930 -0.384 0.058  -0.40
4 C 0.220 -0.212 1.713  0.39
5 C -0.017 -2.137 -0.633  -0.38
6 C -0.230 2.050 -0.151  -0.25
7 C 1.347 -1.398 -0.533  -1.14
8 C -1.188 1.515 -1.044  -0.67
9 C 1.044 1.655 -0.600  -0.37
10 C -0.490 0.815 -2.056  -0.38
11 C 0.880 0.915 -1.782  -0.60
12 H -0.948 0.314 -2.954  0.41
13 H -0.451 2.659 0.762  0.37
14 H 2.034 1.909 -0.131  0.30
15 H -0.573 -2.181 -1.593  0.25
16 H 1.716 0.518 -2.425  0.48
17 H -0.371 -2.623 0.277  0.38
18 H -2.536 -1.376 0.084  0.10
19 H -2.298 1.650 -0.971  0.38
20 H 1.772 -1.566 -1.488  0.47
21 H 1.807 -1.819 0.312  0.41

## Properties
calculated total energy	-42752.6538	eV
net charge	-1
2S+1	5
relative energy (zero: lowest compared OMol25 entry of this formula, charge and spin)	32.8	kJ/mol